No. 1
ORCA calculation (ωB97M-V/def2-TZVPD) on 11 unconnected molecules or ions with the total composition C32H58N6O5S5.

Output
E_LUMO (eV): 0.18
Electronic energy (eV): -107470.3600

Geometry as XYZ:
```
106
C32H58N6O5S5 ωB97M-V/def2-TZVPD
C -4.843 -2.485 0.475
S -4.491 -1.630 -1.139
O -5.799 -1.160 -1.780
C -3.690 -0.154 -0.428
H -5.534 -1.898 1.081
H -3.904 -2.687 0.988
H -5.345 -3.421 0.234
H -4.556 0.290 0.073
H -3.544 0.560 -1.238
H -2.907 -0.305 0.311
C -3.959 -3.150 6.177
S -5.119 -3.938 4.970
O -4.588 -3.383 3.664
C -4.448 -5.664 5.116
H -3.010 -3.217 5.637
H -3.800 -3.627 7.141
H -4.101 -2.071 6.122
H -4.167 -5.634 6.171
H -3.590 -5.955 4.515
H -5.318 -6.314 5.054
C -8.458 -3.150 3.697
S -9.260 -4.274 2.450
O -9.831 -3.304 1.409
C -7.698 -4.961 1.845
H -9.248 -2.457 3.989
H -7.743 -2.558 3.127
H -8.044 -3.586 4.604
H -7.065 -5.264 2.678
H -7.183 -4.395 1.071
H -7.890 -5.919 1.355
C 0.232 -4.774 -1.184
S -1.520 -5.279 -1.500
O -2.596 -4.311 -1.011
C -1.456 -4.991 -3.312
H 0.448 -3.926 -1.834
H 0.915 -5.606 -1.333
H 0.283 -4.406 -0.159
H -1.229 -3.983 -3.662
H -2.441 -5.181 -3.740
H -0.730 -5.678 -3.746
C -3.615 -13.189 3.077
S -5.366 -13.898 3.006
O -5.760 -14.076 4.475
C -6.169 -12.286 2.572
H -3.520 -12.576 3.971
H -3.213 -12.696 2.190
H -2.948 -14.050 3.141
H -7.136 -12.547 2.138
H -5.623 -11.636 1.888
H -6.433 -11.654 3.420
C -6.555 -9.262 -0.935
C -6.597 -7.968 -1.636
N -6.628 -6.981 -2.201
H -5.568 -9.560 -0.598
H -6.954 -10.051 -1.580
H -7.386 -9.316 -0.231
N -3.675 -6.182 0.746
C -3.365 -7.484 0.542
C -4.172 -8.271 1.282
C -4.956 -7.347 2.049
C -4.527 -6.051 1.840
H -3.197 -5.438 0.237
H -2.615 -7.713 -0.198
H -4.174 -9.349 1.253
H -5.618 -7.659 2.846
H -4.967 -5.133 2.193
N -9.719 -9.429 3.929
C -9.787 -9.735 5.238
C -8.773 -9.014 5.891
C -7.974 -8.393 4.915
C -8.637 -8.600 3.714
H -10.422 -9.651 3.244
H -10.617 -10.346 5.555
H -8.655 -9.075 6.963
H -7.104 -7.788 5.114
H -8.665 -7.936 2.862
N -1.754 -4.204 2.908
C -1.127 -4.122 1.680
C 0.237 -4.030 1.844
C 0.505 -4.214 3.232
C -0.728 -4.422 3.827
H -2.751 -4.344 3.001
H -1.684 -4.092 0.755
H 1.033 -3.856 1.136
H 1.489 -4.144 3.669
H -0.962 -4.492 4.879
N 1.097 -7.203 1.335
C 0.015 -7.804 1.986
C -0.365 -8.858 1.218
C 0.576 -8.951 0.144
C 1.466 -7.911 0.215
H 1.493 -6.420 1.832
H -0.504 -7.231 2.739
H -1.260 -9.407 1.468
H 0.457 -9.606 -0.706
H 2.189 -7.513 -0.478
N -3.709 -8.160 -4.030
C -2.821 -8.132 -5.067
C -1.563 -8.300 -4.530
C -1.705 -8.436 -3.131
C -3.038 -8.472 -2.837
H -4.697 -8.176 -4.227
H -3.220 -7.776 -6.004
H -0.588 -8.297 -4.992
H -0.923 -8.624 -2.410
H -3.582 -8.716 -1.940
```

---

No. 2
ORCA calculation (ωB97M-V/def2-TZVPD) on 3 unconnected molecules or ions with the total composition C32H59F7N5O3S.

Output
E_LUMO (eV): -3.97
Total charge: +1
Electronic energy (eV): -77568.1936

Geometry as XYZ:
```
107
C32H59F7N5O3S ωB97M-V/def2-TZVPD
C 3.706 1.311 5.231
N 3.359 1.063 3.748
C 2.330 -0.039 3.672
C 1.144 0.233 2.523
C 0.370 -1.230 2.398
C -1.020 -1.194 1.539
C -1.437 -2.705 0.956
C -2.836 -2.669 0.064
N -3.794 -1.570 0.466
C 1.829 0.519 1.071
C 1.879 2.080 0.585
C 3.312 2.846 0.984
N 4.537 2.003 0.736
S 1.853 2.050 -1.304
O 2.609 0.749 -1.783
O 2.597 3.232 -1.971
C 0.151 1.962 -2.069
F 0.317 1.215 -3.373
F -0.860 1.205 -1.299
F -0.407 3.304 -2.482
C 0.701 3.041 1.248
F 0.143 4.045 0.307
N -0.375 2.218 1.976
C -1.505 3.153 2.327
C -3.059 2.755 2.047
C -4.225 3.786 2.430
N -4.194 5.161 3.001
C -2.758 5.475 3.243
C -1.417 4.630 3.001
C 0.215 1.439 3.128
C -0.866 0.951 4.267
O -1.200 1.948 5.287
C -0.121 2.212 6.237
F -0.790 2.568 7.544
F 0.675 3.446 5.882
F 0.777 1.079 6.540
H 3.540 0.345 5.897
H 3.125 2.233 5.679
H 4.884 1.495 5.244
H 4.260 0.641 3.372
H 2.903 -1.014 3.290
H 1.851 -0.343 4.702
H 0.117 -1.709 3.449
H 1.140 -1.972 1.885
H -1.930 -0.855 2.191
H -0.914 -0.517 0.591
H -0.584 -3.019 0.194
H -1.464 -3.521 1.818
H -3.427 -3.695 0.220
H -2.615 -2.535 -1.085
H -4.521 -1.892 1.143
H -4.198 -1.059 -0.349
H 2.885 -0.027 1.079
H 1.193 -0.071 0.252
H 3.341 3.150 2.139
H 3.430 3.886 0.409
H 5.008 1.684 1.610
H 4.373 1.210 0.079
H 1.226 3.675 2.113
H -0.753 1.560 1.232
H -3.320 1.712 1.565
H -5.335 3.391 2.224
H -2.591 6.564 3.707
H -0.370 5.076 3.307
H 0.970 2.184 3.677
H -0.602 -0.108 4.753
H -1.880 0.742 3.672
C 3.022 -4.115 0.394
C 1.781 -4.851 0.871
C 2.080 -6.244 1.429
C 2.686 -7.235 0.428
C 1.854 -7.486 -0.831
C 0.495 -8.105 -0.539
H 3.510 -4.638 -0.434
H 2.754 -3.113 0.040
H 3.747 -4.003 1.207
H 1.051 -4.910 0.056
H 1.307 -4.255 1.662
H 1.155 -6.663 1.841
H 2.769 -6.146 2.277
H 2.848 -8.190 0.943
H 3.681 -6.885 0.126
H 2.411 -8.167 -1.486
H 1.721 -6.558 -1.396
H 0.606 -9.058 -0.012
H -0.040 -8.297 -1.475
H -0.129 -7.444 0.069
C -3.046 1.567 -4.905
C -1.857 1.939 -5.777
C -2.063 3.236 -6.561
C -3.218 3.216 -7.570
C -3.138 2.121 -8.635
C -1.918 2.248 -9.536
H -3.943 1.382 -5.502
H -2.829 0.654 -4.341
H -3.267 2.363 -4.186
H -1.624 1.111 -6.455
H -0.978 2.060 -5.131
H -1.130 3.484 -7.080
H -2.238 4.056 -5.853
H -3.258 4.193 -8.067
H -4.168 3.114 -7.033
H -4.037 2.179 -9.261
H -3.151 1.130 -8.170
H -1.909 3.216 -10.046
H -1.932 1.464 -10.300
H -0.987 2.144 -8.972
```

---

No. 3
ORCA calculation (ωB97M-V/def2-TZVPD) on a molecular structure, C32H59N15OYb.

Output
E_LUMO (spin up / spin down) (eV): -6.60 / -7.30
Expectation value of S²: 0.75
Total charge: +3
2S+1: 2
Electronic energy (eV): -90053.1100

Geometry as XYZ:
```
108
C32H59N15OYb ωB97M-V/def2-TZVPD
Yb 0.187 -0.170 -0.364
C 3.029 -2.576 -0.425
N 4.050 -1.583 -0.204
C 5.429 -1.962 -0.530
C 6.149 -0.627 -0.481
N 5.053 0.339 -0.637
C 5.402 1.751 -0.458
C 3.845 -0.264 -0.529
N 2.645 0.249 -0.712
C 2.625 1.568 -1.373
C 1.252 1.820 -1.966
N 0.286 2.123 -0.900
C 0.052 3.394 -0.583
N -0.896 3.736 0.341
C -1.226 2.901 1.474
C -0.953 5.183 0.549
C -0.114 5.726 -0.596
N 0.584 4.533 -1.097
C 1.603 4.794 -2.115
H 3.391 -3.529 -0.042
H 2.781 -2.686 -1.485
H 2.132 -2.330 0.137
H 5.470 -2.417 -1.523
H 5.816 -2.674 0.195
H 6.884 -0.509 -1.273
H 6.646 -0.465 0.477
H 6.336 1.791 0.100
H 4.659 2.278 0.129
H 5.554 2.261 -1.407
H 3.382 1.627 -2.159
H 2.799 2.379 -0.664
H 0.922 0.919 -2.501
H 1.289 2.588 -2.722
H -0.461 2.962 2.253
H -1.356 1.873 1.170
H -2.164 3.242 1.909
H -0.544 5.450 1.526
H -1.984 5.527 0.505
H 0.616 6.461 -0.267
H -0.719 6.175 -1.384
H 1.987 5.795 -1.929
H 1.194 4.779 -3.126
H 2.446 4.120 -2.045
C -5.034 1.575 -2.231
N -3.879 1.463 -1.342
C -3.941 2.301 -0.152
C -2.885 0.579 -1.566
N -2.223 -0.051 -0.596
C -2.891 -0.321 0.636
C -4.249 -0.629 0.728
C -4.900 -0.683 1.949
C -4.197 -0.414 3.117
C -2.825 -0.244 3.048
C -2.154 -0.313 1.828
N -0.733 -0.323 1.705
C 0.117 -0.771 2.600
N 1.456 -0.470 2.286
C 1.883 0.934 2.408
C 2.502 -1.410 2.715
N -0.153 -1.551 3.656
C -1.206 -2.562 3.663
C 0.599 -1.448 4.913
N -2.536 0.363 -2.857
C -2.593 1.420 -3.864
C -2.226 -0.965 -3.376
H -5.940 1.461 -1.633
H -5.017 0.788 -2.979
H -5.071 2.547 -2.726
H -4.769 2.012 0.496
H -4.085 3.337 -0.464
H -3.016 2.224 0.405
H -4.818 -0.769 -0.185
H -5.961 -0.898 1.982
H -4.705 -0.367 4.072
H -2.256 -0.079 3.957
H 1.963 1.239 3.455
H 1.189 1.595 1.900
H 2.858 1.033 1.938
H 2.904 -1.164 3.698
H 3.314 -1.361 1.993
H 2.110 -2.425 2.733
H -1.696 -2.605 2.694
H -1.970 -2.344 4.408
H -0.748 -3.522 3.915
H 1.205 -0.548 4.925
H 1.230 -2.321 5.082
H -0.120 -1.375 5.729
H -2.604 2.396 -3.383
H -3.462 1.330 -4.516
H -1.698 1.345 -4.484
H -2.435 -1.710 -2.611
H -1.191 -1.054 -3.698
H -2.864 -1.162 -4.239
C -0.629 -6.403 -1.588
N -0.422 -4.968 -1.376
C 0.081 -4.047 -2.383
C 0.095 -2.777 -1.585
O 0.453 -1.653 -2.019
N -0.316 -2.955 -0.333
C -0.600 -4.292 -0.246
N -1.007 -4.853 0.880
H -0.769 -6.578 -2.651
H -1.536 -6.736 -1.084
H 0.225 -6.985 -1.242
H -0.586 -3.969 -3.245
H 1.079 -4.307 -2.740
H -1.191 -4.275 1.680
H -1.235 -5.832 0.934
```